168
Properties=species:S:1:pos:R:3 method="wB97M-V/def2-TZVPD" homo_energy_ha=-0.1790 e_lumo_ev=1.776 multiplicity=1 total_charge=-1 orbital_gap_ev=6.6 energy_ha=-4427.8959
C -1.593 1.890 -2.494
O -2.422 0.994 -3.205
C -1.913 -0.343 -3.206
C -0.624 -0.531 -4.001
C 0.686 -0.444 -3.192
Al 0.758 -1.426 -1.438
Cl -0.458 -0.420 0.170
C 2.682 -1.404 -0.767
C 3.032 -0.283 0.209
C 3.356 1.023 -0.512
C 3.621 2.169 0.478
S 2.192 3.121 0.895
O 2.603 4.177 1.765
O 1.116 2.295 1.319
Cl 1.642 3.917 -0.902
H -1.462 1.581 -1.456
H -0.626 2.020 -2.980
H -2.100 2.856 -2.486
H -2.707 -0.925 -3.683
H -1.831 -0.707 -2.180
H -0.630 0.254 -4.762
H -0.689 -1.471 -4.549
H 1.466 -0.909 -3.800
H 0.991 0.604 -3.104
H 0.302 -2.966 -1.616
H 3.365 -1.333 -1.620
H 2.848 -2.345 -0.244
H 3.933 -0.545 0.785
H 2.243 -0.089 0.941
H 2.540 1.300 -1.179
H 4.279 0.897 -1.076
H 4.346 2.892 0.110
H 3.947 1.778 1.441
C -1.720 5.858 0.363
C -2.759 4.888 0.894
O -2.393 3.536 0.623
H -1.587 5.715 -0.710
H -2.012 6.893 0.547
H -0.753 5.682 0.840
H -3.719 5.050 0.404
H -2.902 5.026 1.973
H -1.548 3.342 1.046
C 3.379 -0.376 -7.868
C 3.265 -1.056 -6.515
O 1.919 -1.378 -6.197
H 2.772 0.531 -7.880
H 4.415 -0.111 -8.090
H 3.013 -1.031 -8.664
H 3.616 -0.393 -5.729
H 3.880 -1.964 -6.490
H 1.579 -1.977 -6.867
C 6.355 -4.398 -1.140
C 6.093 -3.005 -0.592
O 5.193 -3.021 0.498
H 5.416 -4.859 -1.448
H 7.030 -4.366 -1.998
H 6.802 -5.039 -0.375
H 5.629 -2.379 -1.354
H 7.039 -2.532 -0.291
H 5.579 -3.555 1.203
C -1.633 -2.045 4.103
C -1.543 -3.141 3.060
O -2.105 -2.732 1.826
H -2.669 -1.753 4.259
H -1.215 -2.369 5.057
H -1.081 -1.162 3.768
H -2.097 -4.025 3.380
H -0.495 -3.434 2.911
H -1.620 -1.936 1.561
C -1.299 3.321 4.539
C -2.644 3.756 5.088
O -2.591 5.056 5.679
H -0.547 3.324 5.329
H -1.355 2.321 4.107
H -0.959 4.011 3.762
H -2.977 3.081 5.874
H -3.398 3.747 4.293
H -2.309 5.673 4.997
C -4.910 0.785 -0.843
C -5.669 2.092 -0.734
O -5.473 2.712 0.540
H -5.229 0.093 -0.062
H -5.068 0.319 -1.816
H -3.839 0.953 -0.717
H -6.744 1.935 -0.843
H -5.345 2.779 -1.523
H -4.522 2.852 0.622
C -6.358 -1.987 -3.839
C -5.718 -1.618 -5.166
O -5.766 -0.218 -5.418
H -7.399 -1.660 -3.815
H -6.324 -3.065 -3.673
H -5.838 -1.499 -3.013
H -6.248 -2.103 -5.986
H -4.677 -1.956 -5.189
H -5.276 0.225 -4.716
C 3.418 -0.875 3.574
C 1.960 -1.089 3.933
O 1.813 -1.782 5.175
H 3.937 -1.832 3.507
H 3.509 -0.364 2.615
H 3.920 -0.273 4.338
H 1.469 -1.696 3.174
H 1.435 -0.130 3.985
H 2.228 -1.246 5.856
C -6.558 -3.030 5.342
C -5.244 -3.688 4.962
O -4.148 -3.177 5.715
H -6.496 -1.954 5.205
H -7.378 -3.413 4.733
H -6.799 -3.212 6.393
H -5.005 -3.484 3.919
H -5.302 -4.776 5.089
H -4.306 -3.358 6.646
C 8.197 -3.354 4.343
C 7.094 -4.376 4.147
O 6.660 -4.435 2.791
H 7.859 -2.367 4.026
H 8.501 -3.302 5.391
H 9.074 -3.608 3.741
H 6.215 -4.112 4.731
H 7.429 -5.368 4.468
H 7.414 -4.682 2.245
C 7.442 -1.297 -7.248
C 7.176 0.075 -6.656
O 6.239 0.025 -5.589
H 6.512 -1.742 -7.603
H 8.144 -1.237 -8.082
H 7.863 -1.967 -6.495
H 6.742 0.736 -7.406
H 8.112 0.528 -6.309
H 6.596 -0.544 -4.901
C -1.956 3.561 -7.054
C -0.490 3.184 -6.944
O -0.302 1.777 -6.953
H -2.521 3.109 -6.239
H -2.089 4.644 -7.017
H -2.379 3.197 -7.994
H -0.078 3.533 -5.998
H 0.085 3.645 -7.757
H -0.648 1.430 -7.780
C -8.881 4.212 0.677
C -9.851 3.132 1.115
O -9.414 1.837 0.715
H -8.752 4.191 -0.406
H -9.228 5.204 0.970
H -7.901 4.037 1.126
H -10.830 3.275 0.659
H -9.978 3.158 2.204
H -8.547 1.685 1.105
C -10.104 1.127 4.601
C -8.759 0.497 4.914
O -8.861 -0.903 5.162
H -10.802 0.959 5.422
H -10.005 2.201 4.438
H -10.537 0.685 3.700
H -8.335 0.930 5.819
H -8.057 0.676 4.094
H -9.217 -1.317 4.370
C 11.670 -1.589 4.786
C 12.097 -2.513 3.662
O 11.622 -2.077 2.392
H 10.583 -1.507 4.816
H 12.021 -1.960 5.750
H 12.072 -0.584 4.639
H 11.682 -3.509 3.808
H 13.188 -2.604 3.636
H 11.979 -1.200 2.224



172
Properties=species:S:1:pos:R:3 method="wB97M-V/def2-TZVPD" homo_energy_ha="-0.4007 / -0.4007" e_lumo_ev="-2.328 / -7.888" multiplicity=2 total_charge=+1 orbital_gap_ev="8.6 / 3.0" energy_ha=-3345.1758 s2=0.755
C -3.127 3.052 -8.281
C -3.817 2.025 -7.361
C -2.818 1.568 -6.322
O -2.415 2.673 -5.456
C -1.491 2.294 -4.415
N -4.911 2.585 -6.649
H -3.776 3.332 -9.110
H -2.302 2.521 -8.756
H -2.689 3.921 -7.790
H -4.184 1.194 -7.963
H -1.843 1.255 -6.696
H -3.316 0.685 -5.921
H -1.391 3.046 -3.632
H -0.497 2.035 -4.780
H -1.954 1.460 -3.888
H -5.078 3.501 -7.040
H -4.550 2.955 -5.781
C -3.936 -0.004 3.592
C -5.408 0.202 3.264
C -5.804 1.653 3.463
O -7.150 1.649 2.980
C -7.871 2.747 3.521
N -5.567 -0.277 1.908
H -3.316 0.791 3.177
H -3.556 -0.992 3.332
H -3.766 0.133 4.660
H -5.954 -0.506 3.888
H -5.125 2.426 3.105
H -5.812 1.460 4.536
H -8.919 2.770 3.220
H -7.393 3.724 3.461
H -8.050 2.581 4.583
H -4.762 0.146 1.469
H -6.356 0.286 1.623
C -2.767 3.296 5.244
C -1.644 3.770 4.396
C -0.274 3.226 4.855
O 0.218 4.184 5.852
C 1.565 4.079 6.200
N -1.919 3.584 2.930
H -2.649 3.574 6.292
H -2.924 2.219 5.183
H -3.751 3.668 4.957
H -1.610 4.840 4.599
H 0.465 3.214 4.055
H -0.265 2.198 5.217
H 2.149 4.173 5.285
H 1.699 3.102 6.666
H 1.994 4.839 6.853
H -2.502 4.311 2.540
H -0.999 3.581 2.515
C -0.172 -0.917 -2.031
C 0.052 -1.665 -0.669
C -0.456 -0.861 0.629
O 0.322 0.288 0.914
C 0.085 0.805 2.199
N -0.602 -3.031 -0.961
H -1.250 -0.794 -2.134
H 0.201 -1.512 -2.865
H 0.296 0.067 -2.062
H 1.119 -1.853 -0.556
H -0.354 -1.559 1.459
H -1.533 -0.752 0.755
H -0.855 0.532 2.679
H 0.223 1.875 2.352
H 0.888 0.517 2.877
H -0.217 -3.600 -0.220
H -0.288 -3.339 -1.870
C 2.781 3.419 -2.232
C 2.132 2.547 -3.321
C 2.040 3.278 -4.710
O 1.291 4.384 -4.635
C 0.570 4.892 -5.750
N 2.814 1.263 -3.379
H 2.157 4.312 -2.193
H 3.848 3.636 -2.284
H 2.579 3.175 -1.189
H 1.117 2.327 -2.988
H 1.544 2.588 -5.392
H 2.981 3.603 -5.155
H 1.258 4.795 -6.590
H 0.501 5.969 -5.597
H -0.407 4.429 -5.886
H 2.634 0.816 -2.491
H 2.342 0.760 -4.117
C 3.337 3.902 2.206
C 3.622 2.374 2.045
C 4.970 2.025 1.302
O 5.924 2.863 1.984
C 7.259 2.623 1.608
N 3.508 1.726 3.378
H 2.324 4.125 2.541
H 3.398 4.475 1.280
H 4.059 4.448 2.813
H 2.790 2.023 1.434
H 4.955 2.390 0.275
H 5.207 0.983 1.515
H 8.073 3.278 1.918
H 7.415 2.632 0.529
H 7.440 1.604 1.949
H 3.887 0.795 3.477
H 3.954 2.312 4.069
C 4.653 -0.895 -1.594
C 6.134 -1.230 -1.460
O 6.447 -1.280 -0.112
O 3.797 -1.922 -1.078
H 4.504 -0.546 -2.616
H 4.507 0.041 -1.056
H 6.657 -0.363 -1.863
H 6.329 -2.193 -1.934
H 5.787 -1.870 0.259
H 3.960 -2.664 -1.665
C 3.849 -2.488 2.500
C 2.420 -2.746 1.979
O 1.508 -2.801 3.018
O 3.621 -1.340 3.216
H 4.522 -2.431 1.645
H 4.270 -3.253 3.152
H 2.372 -3.688 1.434
H 2.226 -1.977 1.231
H 0.736 -3.244 2.658
H 2.792 -1.519 3.665
C 3.026 -2.174 -4.962
C 2.159 -1.433 -5.944
O 1.725 -0.150 -5.447
O 3.456 -3.393 -5.572
H 2.470 -2.357 -4.043
H 3.964 -1.658 -4.757
H 1.244 -1.991 -6.137
H 2.698 -1.403 -6.891
H 1.344 0.198 -6.257
H 2.834 -3.912 -6.088
C 0.965 -0.815 6.217
C -0.230 -1.313 5.313
O -0.602 -2.686 5.448
O 0.748 -1.029 7.599
H 0.998 0.262 6.054
H 1.934 -1.130 5.828
H -0.020 -1.253 4.245
H -1.131 -0.707 5.401
H 0.186 -3.166 5.712
H 1.413 -0.544 8.095
C -3.771 -3.237 1.207
C -4.178 -3.868 2.598
O -4.549 -5.213 2.389
O -5.020 -3.133 0.600
H -3.075 -3.896 0.688
H -3.337 -2.243 1.316
H -5.007 -3.326 3.052
H -3.470 -3.761 3.421
H -5.075 -5.314 1.592
H -5.397 -2.259 0.727
C -0.180 -6.147 3.426
C -0.945 -5.335 2.340
O -0.061 -4.785 1.348
O -0.830 -7.164 4.134
H 0.236 -5.458 4.162
H 0.611 -6.606 2.833
H -1.603 -4.672 2.902
H -1.579 -6.076 1.852
H -0.069 -5.434 0.639
H -1.650 -6.771 4.441
C -1.429 -4.638 -6.193
C -0.712 -3.433 -5.597
O -1.222 -3.442 -4.233
O -0.610 -5.875 -6.009
H -1.491 -4.499 -7.273
H -2.433 -4.751 -5.785
H -0.888 -2.454 -6.042
H 0.355 -3.646 -5.530
H -1.724 -2.640 -4.072
H -0.821 -6.583 -6.622